(1)
ORCA calculation (the ωB97M-V functional and the def2-TZVPD basis) on a molecular structure, C30H52F4InN7O10S2 in a non-equilibrium geometry.

Positions of all 106 atoms, in Å:
In (1.2164, 0.8442, -2.5386)
N (-0.2984, 0.3287, -0.0974)
S (-0.1815, -0.0756, 1.3043)
O (-0.2230, -1.5141, 1.6951)
O (-0.5485, 0.9771, 2.2151)
F (1.4210, 0.1219, 1.2616)
S (-2.0196, 0.1186, 0.0069)
O (-2.7396, 1.2192, 0.5801)
O (-2.5324, -1.2671, 0.0820)
F (-2.1673, 0.3616, -1.5935)
C (1.1867, -3.8903, 4.2912)
C (1.7692, -2.6215, 4.7254)
O (1.1243, -1.5733, 4.5940)
N (2.9981, -2.7309, 5.2056)
C (3.6932, -1.4924, 5.4851)
H (0.4638, -4.2393, 5.0286)
H (1.8156, -4.7646, 4.1237)
H (0.5999, -3.6288, 3.4106)
H (3.2775, -3.6493, 5.5195)
H (3.9731, -0.9131, 4.6052)
H (4.6625, -1.6631, 5.9536)
H (3.1708, -0.7295, 6.0622)
C (-0.6200, 0.6717, -7.0246)
C (-1.3434, 0.4298, -5.6775)
O (-0.8421, 0.8391, -4.6416)
N (-2.5604, -0.0966, -5.7151)
C (-3.4276, -0.2935, -4.5368)
H (-0.6777, -0.1376, -7.7525)
H (0.3382, 1.1909, -7.0429)
H (-1.1183, 1.5576, -7.4183)
H (-3.0049, -0.5378, -6.5074)
H (-4.2967, -0.7976, -4.9594)
H (-3.7531, 0.7174, -4.2910)
H (-3.0733, -0.8541, -3.6717)
C (-0.7035, -2.9510, -5.4552)
C (-0.5327, -2.7024, -3.9930)
O (-0.1294, -1.6143, -3.5236)
N (-0.8729, -3.7945, -3.2602)
C (-1.0372, -3.8641, -1.8761)
H (-1.7628, -3.1040, -5.6612)
H (-0.0054, -3.5885, -5.9978)
H (-0.5354, -1.9669, -5.8927)
H (-1.1436, -4.5371, -3.8890)
H (-0.1873, -3.2558, -1.5666)
H (-0.8406, -4.8348, -1.4208)
H (-1.9367, -3.3631, -1.5184)
C (4.6040, 0.6759, 1.4846)
C (4.2803, 0.9671, 0.0280)
O (3.2807, 0.5302, -0.4385)
N (5.2209, 1.6048, -0.6893)
C (6.3387, 2.5518, -0.2865)
H (4.1512, -0.2794, 1.7505)
H (4.3014, 1.5725, 2.0255)
H (5.6625, 0.4189, 1.5242)
H (5.0180, 1.6567, -1.6773)
H (7.2145, 1.9206, -0.1360)
H (6.2178, 3.2877, 0.5084)
H (6.4990, 3.1529, -1.1815)
C (-1.1413, 4.7795, -3.9484)
C (-1.1980, 4.0898, -2.5821)
O (-0.9972, 2.8884, -2.4246)
N (-1.6442, 4.7956, -1.6066)
C (-1.7585, 4.2843, -0.2066)
H (-1.6643, 5.7323, -3.8659)
H (-1.6086, 4.1039, -4.6649)
H (-0.0984, 5.0568, -4.1021)
H (-2.0724, 5.6932, -1.7824)
H (-2.1610, 5.1129, 0.3760)
H (-0.8586, 3.9183, 0.2877)
H (-2.5820, 3.5790, -0.0943)
C (2.8961, -2.9816, 0.0403)
C (3.0669, -2.6052, -1.4553)
O (2.1902, -1.9656, -2.0320)
N (4.2421, -2.7653, -2.0840)
C (4.3818, -2.4942, -3.4877)
H (2.4972, -2.1193, 0.5745)
H (3.8261, -3.3564, 0.4677)
H (2.0792, -3.7026, 0.0706)
H (4.9411, -3.2278, -1.5204)
H (3.5611, -3.0388, -3.9545)
H (5.3178, -2.8472, -3.9206)
H (4.1642, -1.4411, -3.6656)
F (-3.0507, 7.7987, 4.9314)
C (-2.7920, 6.5710, 4.4179)
C (-3.6284, 5.9814, 3.4990)
C (-3.3929, 4.6948, 2.9535)
C (-2.2755, 4.0418, 3.3736)
C (-1.3712, 4.5816, 4.2206)
C (-1.5714, 5.9283, 4.7563)
H (-4.5196, 6.5202, 3.2127)
H (-4.2025, 4.2920, 2.3631)
H (-2.0384, 3.0156, 3.1350)
H (-0.4489, 4.0502, 4.4034)
H (-0.8758, 6.4104, 5.4272)
F (-2.8576, -1.4124, 5.9606)
C (-3.2556, -2.2471, 4.9701)
C (-4.4275, -3.0133, 5.1733)
C (-4.8998, -3.7811, 4.0718)
C (-4.2318, -3.7018, 2.8789)
C (-2.9857, -3.0648, 2.7593)
C (-2.5744, -2.2536, 3.7883)
H (-4.9528, -2.9506, 6.1149)
H (-5.7829, -4.4026, 4.0863)
H (-4.5651, -4.1957, 1.9781)
H (-2.3629, -3.1143, 1.8783)
H (-1.6998, -1.6281, 3.6879)

Summary:
Expectation value of S²: 0.7685
Total charge: +1
Spin multiplicity: 2
HOMO (spin up / spin down) in eV: -10.4 / -10.4
Molecular weight in g/mol: 925.7

---

(2)
ORCA calculation (the ωB97M-V functional and the def2-TZVPD basis) on a molecular structure, C30H53F3N6Ni.

Positions of all 93 atoms, in Å:
Ni (-1.0390, -0.4032, -0.0849)
C (-1.3638, 1.0892, 1.5263)
C (-1.3803, -0.2532, 2.0483)
C (0.0331, -0.5654, 2.3652)
C (0.7715, 0.5591, 2.0587)
C (-0.0634, 1.6016, 1.5513)
C (0.3481, 3.0504, 1.3314)
C (0.2435, 3.4539, -0.1425)
C (1.7779, 3.2976, 1.8142)
C (-0.5815, 3.9513, 2.1618)
C (0.6971, -1.8970, 2.7418)
C (0.2672, -2.4727, 4.0997)
C (2.2177, -1.7170, 2.8386)
C (0.4292, -2.9462, 1.6499)
C (-2.5882, -0.6215, 2.9416)
C (-3.8270, 0.2310, 2.6168)
C (-2.1875, -0.1910, 4.3701)
C (-3.0384, -2.0879, 2.9488)
H (-2.2491, 1.6751, 1.3413)
H (1.8460, 0.6267, 2.1222)
H (0.7926, 2.7565, -0.7805)
H (0.6490, 4.4584, -0.2936)
H (-0.7905, 3.4610, -0.4682)
H (2.5121, 2.7542, 1.2211)
H (1.8961, 3.0000, 2.8578)
H (2.0102, 4.3622, 1.7375)
H (-1.6187, 3.8587, 1.8370)
H (-0.2854, 4.9988, 2.0590)
H (-0.5335, 3.6816, 3.2184)
H (0.5341, -1.7924, 4.9112)
H (0.8007, -3.4124, 4.2665)
H (-0.7950, -2.6862, 4.1634)
H (2.4828, -0.9855, 3.6060)
H (2.6399, -1.3998, 1.8867)
H (2.6704, -2.6714, 3.1182)
H (-0.5731, -3.3632, 1.7167)
H (1.1486, -3.7658, 1.7377)
H (0.5466, -2.5083, 0.6550)
H (-3.6596, 1.2840, 2.8477)
H (-4.6548, -0.1112, 3.2424)
H (-4.1325, 0.1376, 1.5760)
H (-1.8274, 0.8411, 4.3614)
H (-1.4089, -0.8139, 4.7964)
H (-3.0618, -0.2423, 5.0252)
H (-3.7306, -2.2877, 2.1333)
H (-3.5550, -2.3000, 3.8888)
H (-2.2158, -2.7888, 2.8475)
C (-2.9899, 1.8072, -1.4761)
N (-2.7054, 1.2795, -2.7766)
C (-3.7376, 1.4136, -3.7784)
C (-3.2663, 0.4876, -4.8905)
N (-2.0333, -0.0953, -4.3740)
C (-1.5935, -1.2854, -5.0790)
C (-1.8287, 0.2534, -3.0485)
N (-0.9808, -0.2193, -2.1940)
C (-0.0883, -1.3226, -2.5427)
C (1.3520, -0.8787, -2.7219)
N (1.9420, -0.4386, -1.4731)
C (3.2020, -0.5206, -1.3604)
N (4.1511, -0.9220, -2.3126)
C (4.1064, -0.4029, -3.6750)
C (5.4660, -1.0101, -1.6860)
C (5.1235, -0.9444, -0.1958)
N (3.8563, -0.2201, -0.1342)
C (4.0167, 1.2271, 0.0040)
H (-3.1084, 2.8909, -1.5369)
H (-2.1722, 1.5869, -0.8076)
H (-3.9085, 1.3735, -1.0631)
H (-3.8262, 2.4519, -4.1063)
H (-4.7083, 1.1062, -3.3745)
H (-3.0734, 1.0166, -5.8260)
H (-4.0001, -0.2977, -5.0919)
H (-2.0547, -1.2584, -6.0652)
H (-1.9054, -2.2096, -4.5867)
H (-0.5160, -1.2956, -5.2358)
H (-0.3703, -1.8482, -3.4465)
H (-0.1346, -2.0686, -1.7454)
H (1.3733, -0.0812, -3.4731)
H (1.9132, -1.7326, -3.1228)
H (3.6249, -1.0870, -4.3731)
H (5.1297, -0.2468, -4.0153)
H (3.5881, 0.5572, -3.7167)
H (6.1076, -0.1797, -2.0028)
H (5.9660, -1.9440, -1.9467)
H (5.8848, -0.4388, 0.3949)
H (4.9817, -1.9477, 0.2101)
H (4.4630, 1.4492, 0.9737)
H (3.0304, 1.6805, -0.0428)
H (4.6469, 1.6684, -0.7826)
F (-2.2955, -2.9433, 0.2487)
C (-2.4490, -1.7631, -0.4158)
F (-3.6994, -1.3125, -0.0791)
F (-2.6333, -2.1806, -1.7249)

Summary:
HOMO (spin up / spin down) in eV: -6.9 / -7.2
Molecular weight in g/mol: 613.5